{
  "formula": "C8H17NO3S",
  "method": "ωB97M-V with the def2-TZVPD basis set",
  "symbols": ["C", "C", "C", "C", "C", "N", "O", "H", "H", "H", "H", "H", "H", "H", "H", "H", "C", "C", "S", "C", "O", "O", "H", "H", "H", "H", "H", "H", "H", "H"],
  "positions_angstrom": [[-1.05458, -0.73666, 1.57523], [-1.74258, -0.63992, 0.22262], [-1.30009, -1.74933, -0.78375], [-3.26555, -0.83205, 0.55341], [-1.66751, 0.79474, -0.29101], [-1.97680, 1.88341, -0.58020], [-1.96662, 3.02301, -0.88738], [0.02149, -0.73959, 1.23020], [-1.25537, -1.59521, 2.13559], [-1.11316, 0.08516, 2.14772], [-0.34057, -1.48234, -1.19085], [-1.16560, -2.68253, -0.32742], [-1.94288, -1.80157, -1.60828], [-3.87023, -0.66433, -0.40952], [-3.56610, -0.25778, 1.41978], [-3.33874, -1.88987, 0.70762], [0.96934, 1.73551, 0.70064], [1.04495, 1.07227, -0.65165], [2.20503, -0.30808, -0.60162], [3.87900, 0.18895, -0.74501], [2.07354, -0.89811, 0.68350], [2.06503, -1.24669, -1.68567], [1.59032, 2.65687, 0.63199], [-0.00207, 1.72835, 0.94737], [1.53143, 1.22289, 1.44539], [0.08666, 0.64130, -0.85283], [1.39615, 1.71716, -1.44964], [4.12490, 0.79418, 0.05998], [4.55163, -0.75646, -0.75555], [4.02896, 0.73674, -1.64066]],
  "nbo_charge": [-0.63, -0.08, -0.61, -0.58, 0.15, 0.19, -0.43, 0.24, 0.22, 0.21, 0.23, 0.22, 0.21, 0.21, 0.22, 0.21, -0.63, -0.65, 2.18, -0.88, -0.98, -0.96, 0.22, 0.22, 0.24, 0.26, 0.24, 0.23, 0.28, 0.24],
  "smiles": "CC(C)(C)C#[N+][O-].CCS(C)(=O)=O",
  "energy_ev": -27034.5130,
  "de_lowest_kcal_mol": 124.5,
  "orbital_gap_ev": 9.9,
  "lumo_energy_ev": 0.49,
  "charge": 0
}